No. 1
The following is a quantum chemistry calculation of a cluster of 2 separate species, C2H6O2 in total, from OMol25.

The geometry in XYZ format:
```
10
Properties=species:S:1:pos:R:3:forces:R:3:nbo_charge:R:1
H 1.47644 1.85344 -1.04537 -0.01 0.10 0.23 0.218
H 1.21155 -1.22840 1.43296 -0.50 0.02 -0.06 0.482
C 1.00793 0.95235 -0.68452 -0.26 0.08 -0.28 -0.489
O 0.58275 -0.73331 0.88591 0.51 -0.03 0.04 -0.708
O -2.42512 -0.36783 -0.63047 0.19 -0.09 -0.15 -0.938
H 0.26058 0.48072 -1.30990 0.21 -0.05 -0.26 0.203
H 1.83663 0.84184 1.30048 0.30 0.09 -0.44 0.172
C 1.24454 0.41634 0.49199 -0.24 -0.16 0.70 0.123
H -2.23613 -1.15709 -1.15072 -0.12 0.04 0.05 0.465
H -1.56295 -0.13528 -0.26680 -0.08 0.00 0.17 0.473
```
Forces are in eV/Å.

The relative energy (zero: lowest compared OMol25 entry of this formula, charge and spin) comes out at 23.65 kcal/mol. The value obtained for the molar mass is 62.1 g/mol. Its SMILES is C=CO.O. For the lowest unoccupied orbital energy, the calculation gives 0.02614 hartree. The charge is 0.


No. 2
The following is a quantum chemistry calculation of a cluster of 2 separate species, C2H6O2 in total in a non-equilibrium geometry, from OMol25.

The geometry in XYZ format:
```
10
Properties=species:S:1:pos:R:3:forces:R:3:nbo_charge:R:1
C 0.53214 1.56296 1.44846 0.45 0.87 0.28 0.263
H 0.33073 -1.16203 -1.86223 -0.09 -0.22 -0.21 0.163
C -0.45045 -1.37005 -1.12823 0.27 0.08 -0.37 -0.249
H -0.01341 0.34755 -0.39457 -0.01 0.17 -0.13 0.452
H -0.35509 -2.40937 -0.82672 0.10 0.06 0.35 0.186
H 1.36580 1.97525 0.83926 0.03 -0.27 -0.06 0.096
O -0.26074 -0.49631 -0.01936 -0.37 -0.57 -0.17 -0.710
O 0.73392 0.83976 2.37646 -0.18 0.00 0.04 -0.469
H -1.42885 -1.27140 -1.60726 -0.02 0.23 0.11 0.163
H -0.45406 1.98364 1.17419 -0.18 -0.35 0.17 0.106
```
Forces are in eV/Å.

The relative energy (zero: lowest compared OMol25 entry of this formula, charge and spin) comes out at 39.55 kcal/mol. The value obtained for the molar mass is 62.1 g/mol. Its SMILES is C=O.CO. For the lowest unoccupied orbital energy, the calculation gives 0.02730 hartree. The charge is 0.


No. 3
The following is a quantum chemistry calculation of the molecule C2H6O2, from OMol25.

The geometry in XYZ format:
```
10
Properties=species:S:1:pos:R:3:forces:R:3:nbo_charge:R:1
C -0.36171 0.75396 1.53031 -0.45 -0.04 0.02 -0.541
C 0.62898 -0.00927 -0.64778 0.13 0.23 0.04 0.223
O -0.57221 -0.24269 0.13327 0.23 -0.11 0.15 -0.573
H -1.07546 1.53094 1.19619 0.12 -0.09 0.09 0.124
H -0.50887 -1.15605 0.45776 -0.01 0.17 0.01 0.510
H 0.46332 0.97409 -1.09755 0.05 -0.17 0.03 0.165
H 1.47255 0.02130 0.04063 -0.10 -0.05 -0.11 0.198
H -0.98800 0.11894 2.18681 0.09 0.13 -0.02 0.116
O 0.80270 -1.03530 -1.55145 -0.17 -0.03 -0.22 -0.701
H 0.13870 -0.95592 -2.24820 0.12 -0.05 0.00 0.478
```
Forces are in eV/Å.

The relative energy (zero: lowest compared OMol25 entry of this formula, charge and spin) comes out at 100.81 kcal/mol. The value obtained for the molar mass is 62.1 g/mol. For the lowest unoccupied orbital energy, the calculation gives 0.01733 hartree. The charge is 0.


No. 4
The following is a quantum chemistry calculation of a cluster of 2 separate species, C2H6O2 in total in a non-equilibrium geometry, from OMol25.

The geometry in XYZ format:
```
10
Properties=species:S:1:pos:R:3:forces:R:3:nbo_charge:R:1
O -2.25592 -0.25874 0.27344 1.50 2.33 -0.41 -0.950
H 2.29070 -1.49064 -0.22520 -0.50 -0.23 -0.08 0.205
H -0.47395 0.56264 -0.10928 -1.06 -0.34 -0.11 0.500
C 1.36013 0.31972 0.04575 0.30 -1.61 -0.58 0.159
H -2.53172 -0.41868 1.14889 -0.59 -0.57 1.38 0.484
O 0.29234 1.12579 -0.08534 0.84 1.10 0.63 -0.692
H -2.52058 -0.93196 -0.29929 -0.83 -1.77 -1.05 0.479
H 2.29299 0.72316 0.47934 -0.83 0.27 -0.40 0.179
C 1.34040 -0.96846 -0.34302 0.65 0.48 0.55 -0.559
H 0.44801 -1.48850 -0.71565 0.51 0.33 0.06 0.193
```
Forces are in eV/Å.

The relative energy (zero: lowest compared OMol25 entry of this formula, charge and spin) comes out at 22.35 kcal/mol. The value obtained for the molar mass is 62.1 g/mol. Its SMILES is C=CO.O. For the lowest unoccupied orbital energy, the calculation gives 0.02168 hartree. The charge is 0.


Question: relative energy (zero: lowest compared OMol25 entry of this formula, charge and spin) of number 2 (C2H6O2)?
Answer: 39.55 kcal/mol


Question: Which value of molar mass does entry 3 give?
Answer: 62.1 g/mol